The following is a DFT calculation (ωB97M-V/def2-TZVPD) of one molecule with the formula C5H10O in a non-equilibrium geometry.

As for the total charge: 0. The lowest unoccupied orbital energy comes out at 1.121 eV. The calculation puts the HOMO energy at -9.24 eV. As for the SMILES: C[C@H]1CCOC1. The calculation puts the orbital gap at 10.36 eV. The calculation puts the total energy at -7392.395 eV.

Last column: natural (NBO) charge in e.
CARTESIAN COORDINATES (ANGSTROEM)
C1 -1.937 0.043 0.329  -0.6102
C2 -0.514 -0.152 -0.203  -0.2600
C3 0.468 1.020 -0.489  -0.4299
C4 1.804 -0.089 -0.671  -0.0756
O1 1.582 -1.123 0.273  -0.5372
C5 0.394 -0.712 0.899  -0.0608
H1 -2.577 0.617 -0.344  0.2134
H2 -2.414 -0.942 0.462  0.2167
H3 -1.948 0.525 1.314  0.2043
H4 -0.556 -0.781 -1.103  0.2039
H5 0.409 1.587 -1.418  0.2085
H6 0.175 1.765 0.302  0.2107
H7 2.922 -0.040 -0.717  0.2075
H8 1.503 -0.441 -1.664  0.1571
H9 0.028 -1.477 1.580  0.1925
H10 0.661 0.199 1.451  0.1591